1.
The following is a quantum chemistry calculation of a molecular structure, C31H49NO3P2STb at a distorted geometry, from OMol25.

The geometry in XYZ format:
```
88
Properties=species:S:1:pos:R:3:forces:R:3
Tb 0.094315 -0.204489 -0.162724 -0.152 -0.111 -0.417
C 1.853566 -1.499288 -1.500495 0.744 0.448 0.262
C 1.888697 -0.220608 -2.136072 0.400 -0.354 0.782
C 2.527701 0.056413 0.054007 0.737 -0.418 -1.095
C 2.311363 -1.329880 -0.164252 0.607 0.571 -0.817
C 2.291551 0.737217 -1.172382 0.458 -0.653 0.161
C 1.688230 -2.795631 -2.217888 -0.212 -0.340 -0.325
H 0.939189 -2.702448 -3.023778 0.325 -0.146 0.216
H 1.349527 -3.591869 -1.540888 0.172 0.133 -0.268
H 2.644511 -3.114129 -2.677144 -0.446 0.080 0.168
C 2.732676 -2.393356 0.760988 -0.154 -0.451 0.720
H 2.449487 -3.376735 0.377815 0.217 0.075 0.180
H 2.257092 -2.252212 1.739473 0.234 -0.246 -0.034
H 3.823241 -2.355644 0.903957 -0.307 -0.121 -0.041
C 3.099654 0.688619 1.262452 0.054 0.213 0.638
H 4.182559 0.872502 1.157154 -0.355 -0.044 0.047
H 2.919176 0.042872 2.127996 0.282 0.217 -0.171
H 2.603854 1.656526 1.463935 0.308 -0.287 0.039
C 2.795604 2.113570 -1.418261 -0.191 0.570 -0.274
H 3.859118 2.073610 -1.724545 -0.498 0.094 0.034
H 2.740007 2.722588 -0.506399 0.095 -0.091 -0.299
H 2.203850 2.614221 -2.200482 0.370 0.012 0.160
C 2.019130 -0.093542 -3.603485 -0.516 0.187 -0.685
H 2.998096 -0.506906 -3.905586 -0.359 0.277 -0.018
H 1.927761 0.944326 -3.937158 0.205 -0.174 -0.019
H 1.240764 -0.662325 -4.123552 0.163 0.025 -0.088
C -2.622827 0.462322 -2.741192 0.425 -0.057 -0.098
C -1.778838 -0.136007 -3.589327 0.160 0.131 0.355
C -1.748007 0.244096 -5.044144 0.031 -0.523 -0.416
C -1.133434 1.634122 -5.410071 0.431 0.039 -0.529
C -0.655514 2.522294 -4.299463 -0.949 0.281 1.191
C -1.549128 3.132280 -3.478713 1.034 -1.064 -0.576
C -3.020270 2.890116 -3.647664 -0.440 0.552 0.129
C -3.597656 1.496113 -3.225945 -0.540 0.191 0.336
H -2.758747 0.218324 -5.481623 0.209 -0.110 0.347
H -1.890094 2.168701 -6.000673 0.304 -0.038 0.055
H -1.178991 -0.516088 -5.595355 -0.170 0.123 0.161
H -4.188253 1.120209 -4.077479 0.303 -0.109 0.324
H -2.613648 0.269075 -1.653042 -0.024 -0.211 -0.460
H -1.039797 -0.889130 -3.263843 -0.416 0.327 0.040
H -4.330972 1.681244 -2.431344 0.104 -0.111 -0.145
H -3.554289 3.638358 -3.046654 0.066 -0.074 -0.323
H -1.252951 3.747780 -2.624912 0.197 -0.096 -0.361
H -3.314428 3.054533 -4.693570 0.141 0.101 0.246
H -0.278422 1.436063 -6.072008 -0.323 0.171 0.056
H 0.427831 2.573205 -4.160628 -0.380 0.368 0.096
P -1.371063 -2.464229 0.103434 0.030 -0.906 0.268
C -0.413522 -3.743086 0.976058 0.279 -0.011 0.441
H -1.136330 -4.527873 1.276430 0.554 0.200 -0.126
H 0.035209 -3.293991 1.886553 -0.343 -0.513 -0.636
H 0.391147 -4.144254 0.330042 -0.618 0.083 0.307
C -2.802869 -2.175474 1.180628 -0.293 0.090 0.191
H -3.229626 -3.172419 1.423061 -0.022 0.724 0.000
H -3.538657 -1.534718 0.650196 0.258 -0.489 0.333
H -2.456555 -1.674084 2.111593 -0.309 -0.463 -0.584
C -1.994146 -3.397184 -1.298544 -0.348 -0.235 -0.473
H -2.752919 -2.798633 -1.834794 0.202 -0.467 0.187
H -2.410195 -4.341300 -0.889062 0.073 0.450 -0.585
H -1.159615 -3.602444 -1.996862 -0.468 -0.050 0.372
P -0.826734 2.075267 0.911390 0.444 0.309 1.115
C 0.220696 3.513251 0.559965 -0.343 0.858 -0.636
H -0.414987 4.397787 0.766890 0.758 -0.067 -0.169
H 0.581709 3.506279 -0.490328 -0.343 0.246 0.676
H 1.100644 3.479177 1.244024 -0.760 0.066 -0.474
C -2.618389 2.310626 0.933807 -0.592 0.587 -0.197
H -2.969912 2.811996 0.010004 -0.022 -0.146 0.635
H -2.849182 2.873580 1.865051 -0.265 -0.185 -0.834
H -3.101817 1.308447 0.989033 0.354 0.634 0.021
C -0.540583 2.076302 2.702044 0.153 -0.298 0.507
H -0.788111 3.091210 3.058607 0.046 -0.451 0.113
H 0.513977 1.836401 2.913808 -0.554 0.294 -0.108
H -1.156283 1.306375 3.194683 0.115 0.445 -0.048
O -0.002646 -3.763687 5.052098 0.031 0.211 -0.198
S -0.528107 -2.432505 4.983870 -2.029 0.818 0.674
O -1.840024 -2.164217 5.597537 2.173 -0.323 -1.110
N -0.531358 -1.879923 3.413737 0.527 0.458 -0.373
C 0.352620 -0.929831 3.178142 -0.932 -0.719 -0.095
O 0.537798 -0.444293 1.978318 -0.400 -0.543 1.524
C 1.068536 -0.482554 4.419901 0.516 0.465 0.910
C 1.990789 0.545200 4.666152 -0.131 -0.021 -0.611
C 2.509744 0.774725 5.941395 -0.195 -0.204 -0.078
C 2.095701 -0.029555 7.005269 -0.180 -0.170 -0.208
C 1.156899 -1.049771 6.807698 -0.048 0.045 -0.431
C 0.659224 -1.238872 5.515995 0.515 0.112 0.692
H 2.287432 1.173173 3.833949 0.169 0.000 0.160
H 3.240190 1.575671 6.114458 -0.403 -0.395 -0.163
H 2.508927 0.146015 7.989975 -0.062 -0.059 0.012
H 0.820098 -1.687590 7.628760 0.118 0.268 -0.283
```
Positions in Å, forces in eV/Å.

Properties
spin multiplicity = 7
<S²> = 12.689
E_HOMO (spin up / spin down) = -10.99 / -10.99 eV
total charge = +1

The net atomic charges from Löwdin, expressed in e, are:
1. Tb 1.3342
2. C -0.3361
3. C -0.3132
4. C -0.3661
5. C -0.3485
6. C -0.3221
7. C -0.0349
8. H 0.0772
9. H 0.0603
10. H 0.1093
11. C -0.0114
12. H 0.0748
13. H 0.0781
14. H 0.1111
15. C -0.0281
16. H 0.1136
17. H 0.0653
18. H 0.0718
19. C -0.0301
20. H 0.1122
21. H 0.0638
22. H 0.0774
23. C -0.0206
24. H 0.1127
25. H 0.0677
26. H 0.0709
27. C -0.1308
28. C -0.1142
29. C -0.1665
30. C -0.1741
31. C -0.0998
32. C -0.1026
33. C -0.1797
34. C -0.1731
35. H 0.1156
36. H 0.1114
37. H 0.1074
38. H 0.1171
39. H 0.0711
40. H 0.0873
41. H 0.1031
42. H 0.1052
43. H 0.0928
44. H 0.1115
45. H 0.1098
46. H 0.0850
47. P 0.6946
48. C -0.2385
49. H 0.0734
50. H 0.0225
51. H 0.0395
52. C -0.2539
53. H 0.0706
54. H 0.0478
55. H 0.0319
56. C -0.2631
57. H 0.0498
58. H 0.0677
59. H 0.0423
60. P 0.7169
61. C -0.2535
62. H 0.0674
63. H 0.0306
64. H 0.0603
65. C -0.2534
66. H 0.0500
67. H 0.0647
68. H 0.0510
69. C -0.2614
70. H 0.0755
71. H 0.0237
72. H 0.0704
73. O -0.2758
74. S 0.6767
75. O -0.3032
76. N -0.0455
77. C -0.4471
78. O -0.2855
79. C -0.1250
80. C -0.0228
81. C -0.0467
82. C -0.0483
83. C -0.0084
84. C -0.2139
85. H 0.0885
86. H 0.1193
87. H 0.1126
88. H 0.1325

2.
The following is a quantum chemistry calculation of a molecular structure, C31H50AsN2O4PRuSSi3, from OMol25.

The geometry in XYZ format:
```
94
Properties=species:S:1:pos:R:3:forces:R:3
Ru -0.040310 -0.212062 0.388660 -0.092 -0.903 -0.261
N 0.247071 0.192500 2.376940 0.208 0.397 0.222
C 1.231916 -0.548177 3.135170 -0.013 -0.077 0.003
C 0.815573 -1.113355 4.329759 0.065 0.012 0.041
C 1.698486 -1.840490 5.109789 -0.023 0.005 0.017
C 3.008609 -1.992693 4.683539 0.030 0.003 -0.019
C 3.413530 -1.424477 3.486327 0.004 -0.012 -0.017
C 2.542123 -0.696725 2.673814 0.044 0.081 -0.063
C 2.998087 -0.190965 1.347058 -0.275 -0.200 0.047
C 4.311044 0.276279 1.199340 -0.031 0.008 0.026
C 4.773688 0.707415 -0.030041 0.039 0.033 -0.032
C 3.933925 0.633234 -1.141300 0.130 -0.226 0.244
C 2.657091 0.128897 -0.978656 -0.173 0.282 -0.176
C 2.113329 -0.248891 0.257757 -0.015 0.255 -0.261
H 0.523212 1.174244 2.346024 -0.059 0.059 0.106
H -0.643429 0.154261 2.862595 0.025 -0.013 0.035
H -0.216644 -0.992068 4.639750 0.000 -0.005 -0.004
H 1.359703 -2.290654 6.034064 0.006 -0.006 0.000
H 3.711266 -2.572221 5.269372 0.000 0.004 0.007
H 4.425520 -1.579601 3.132662 0.002 -0.014 0.027
H 4.958073 0.349573 2.067590 0.004 -0.003 -0.007
H 5.773995 1.114849 -0.118006 0.000 0.000 -0.010
H 4.281967 0.967834 -2.112751 -0.006 -0.013 -0.011
H 2.002564 0.077716 -1.846995 0.054 0.053 -0.013
O -0.720654 1.340217 -1.697439 0.060 0.235 -0.139
C -0.301566 2.278909 -1.018924 0.032 0.411 0.042
N 0.300539 2.095984 0.158693 -0.007 -0.262 -0.246
S 0.829528 3.471308 0.831275 -0.230 -0.073 -0.167
O 0.199661 3.642592 2.118885 0.088 -0.004 0.047
O 2.255789 3.616339 0.766187 0.016 0.001 0.084
C 0.092978 4.530494 -0.394215 -0.021 0.142 0.068
C 0.042575 5.907750 -0.449658 -0.009 -0.065 -0.100
C -0.606452 6.470749 -1.544301 0.008 0.098 0.018
C -1.175037 5.675893 -2.535694 -0.012 -0.077 -0.002
C -1.112630 4.288029 -2.459878 0.065 0.136 0.037
C -0.465156 3.734779 -1.372778 0.027 -0.351 0.104
H 0.484957 6.520657 0.324011 -0.007 0.004 0.003
H -0.675151 7.548586 -1.623577 -0.003 -0.002 -0.008
H -1.679081 6.145123 -3.371109 0.005 0.018 0.005
H -1.557268 3.652958 -3.214856 -0.001 -0.016 0.006
C -2.300963 -0.288338 -3.622836 -0.114 -0.074 -0.016
P -0.778438 -1.205686 -3.325392 0.076 0.325 -0.003
C 0.493897 -0.324048 -4.252274 0.042 0.056 -0.044
C -1.011083 -2.770197 -4.196707 0.046 -0.050 0.023
O -0.412724 -1.416692 -1.900317 0.083 -0.028 0.255
H -3.156875 -0.926357 -3.402851 0.000 -0.017 -0.022
H -2.353757 0.041788 -4.661811 0.002 -0.022 -0.013
H -2.312777 0.569825 -2.952793 0.037 -0.017 -0.080
H 0.204018 -0.175958 -5.293762 0.010 -0.032 -0.012
H 1.425941 -0.888825 -4.206173 0.003 -0.015 -0.004
H 0.651015 0.645318 -3.776610 -0.059 -0.036 0.017
H -1.275786 -2.615047 -5.243914 -0.006 0.023 0.012
H -1.805885 -3.326486 -3.698307 -0.007 -0.004 -0.001
H -0.090716 -3.352130 -4.136349 0.009 0.005 -0.001
C -3.088939 1.905973 0.550708 -0.009 0.029 0.010
Si -2.442611 0.115038 0.764257 0.164 0.017 -0.056
C -3.675091 -0.851810 -0.320222 -0.082 -0.027 0.071
C -2.951049 -0.195050 2.597283 0.020 0.002 0.043
H -4.117484 1.994438 0.919577 -0.008 -0.007 -0.018
H -3.087011 2.206935 -0.501151 0.003 0.014 -0.008
H -2.477160 2.624393 1.106246 0.002 -0.013 -0.008
H -4.708233 -0.771870 0.038636 0.013 -0.014 0.005
H -3.410950 -1.905692 -0.400037 -0.005 0.011 -0.023
H -3.639972 -0.435723 -1.328119 -0.035 0.039 0.030
H -4.027336 -0.362597 2.701824 -0.007 0.005 0.001
H -2.717338 0.688200 3.205737 0.018 0.005 -0.016
H -2.441133 -1.056376 3.041037 -0.041 -0.002 0.004
C -2.656267 -4.570184 -0.633394 -0.044 -0.006 -0.027
Si -1.912881 -4.038191 1.025020 0.030 0.037 -0.015
C -1.240062 -5.562052 1.918922 0.016 -0.026 0.010
C -3.362127 -3.513381 2.102482 -0.012 0.044 0.035
As -0.121008 -2.555316 0.949361 -0.059 -0.002 0.268
Si 1.401875 -3.905429 -0.211007 -0.065 -0.011 -0.023
C 2.523817 -3.068956 -1.460561 0.037 0.006 0.023
C 2.513993 -4.698621 1.086535 0.012 -0.002 0.025
C 0.623916 -5.301306 -1.230035 0.019 -0.020 -0.031
H -2.992867 -5.610795 -0.589213 -0.012 -0.002 -0.008
H -1.939412 -4.474696 -1.447830 -0.007 -0.002 0.023
H -3.519727 -3.946242 -0.872276 -0.017 -0.028 -0.010
H -2.046747 -6.283783 2.082850 0.002 -0.013 -0.004
H -0.854408 -5.249792 2.892501 -0.029 -0.010 0.011
H -0.428815 -6.072261 1.399859 0.001 0.015 -0.035
H -4.075641 -4.343702 2.130138 -0.013 -0.002 0.003
H -3.879474 -2.629480 1.731208 0.013 -0.038 -0.002
H -3.040895 -3.310900 3.126400 -0.002 -0.020 -0.010
H 3.362903 -2.561033 -0.985878 0.008 0.019 -0.002
H 1.976577 -2.330167 -2.043166 -0.038 -0.007 -0.013
H 2.910937 -3.843834 -2.131910 0.038 0.012 0.005
H 3.002746 -3.906804 1.660793 0.011 -0.008 -0.007
H 3.285441 -5.323267 0.624827 0.001 -0.007 0.006
H 1.945915 -5.307089 1.793962 -0.009 -0.002 -0.018
H 0.205884 -4.887029 -2.151137 0.013 0.000 -0.010
H -0.161004 -5.878038 -0.744505 0.026 -0.001 0.041
H 1.429649 -5.989065 -1.508007 -0.011 -0.016 -0.032
```
Positions in Å, forces in eV/Å.

Properties
spin multiplicity = 2
<S²> = 0.760
E_HOMO (spin up / spin down) = -3.76 / -3.71 eV
total charge = -1

The net atomic charges from Löwdin, expressed in e, are:
1. Ru 0.7715
2. N -0.0496
3. C -0.2798
4. C -0.0491
5. C -0.0965
6. C -0.0962
7. C -0.0451
8. C -0.1415
9. C -0.2109
10. C -0.0632
11. C -0.1105
12. C -0.1035
13. C -0.1672
14. C -0.2170
15. H 0.0891
16. H 0.0413
17. H 0.1097
18. H 0.0951
19. H 0.0946
20. H 0.1070
21. H 0.1001
22. H 0.0877
23. H 0.0906
24. H 0.0618
25. O -0.0625
26. C -0.5527
27. N -0.1216
28. S 0.6239
29. O -0.3133
30. O -0.2863
31. C -0.2045
32. C -0.0342
33. C -0.0809
34. C -0.0764
35. C -0.0048
36. C -0.1249
37. H 0.1189
38. H 0.0993
39. H 0.0986
40. H 0.1169
41. C -0.1771
42. P 0.5431
43. C -0.1750
44. C -0.1717
45. O -0.4561
46. H 0.0463
47. H 0.0518
48. H 0.0274
49. H 0.0479
50. H 0.0506
51. H 0.0422
52. H 0.0500
53. H 0.0447
54. H 0.0456
55. C -0.2424
56. Si 0.4150
57. C -0.2403
58. C -0.2690
59. H 0.0178
60. H 0.0079
61. H 0.0111
62. H 0.0255
63. H -0.0304
64. H -0.0135
65. H 0.0208
66. H 0.0198
67. H -0.0151
68. C -0.2238
69. Si 0.2155
70. C -0.2459
71. C -0.2311
72. As 0.7817
73. Si 0.2514
74. C -0.2129
75. C -0.2328
76. C -0.2288
77. H 0.0270
78. H -0.0125
79. H 0.0110
80. H 0.0232
81. H 0.0232
82. H -0.0015
83. H 0.0292
84. H -0.0039
85. H 0.0243
86. H 0.0251
87. H -0.0093
88. H 0.0268
89. H 0.0098
90. H 0.0223
91. H 0.0114
92. H 0.0063
93. H -0.0034
94. H 0.0266

Question: Which value of spin multiplicity does entry 1 give?
Answer: 7

Question: Which value of spin multiplicity does entry 1 give?
Answer: 7